Record 1
A molecular structure, C14H17KN2O3S. Source: the Open Molecules 2025 dataset; level of theory: ωB97M-V/def2-TZVPD.

Structure (XYZ):
```
38
Properties=species:S:1:pos:R:3:forces:R:3:nbo_charge:R:1
K 0.9348 0.7212 0.3661 -1.768 0.320 0.893 0.95
C 9.1117 -0.6088 -1.9598 -0.020 0.021 -0.030 -0.65
C 7.7306 -0.0836 -1.7048 -0.039 0.013 0.034 0.09
C 7.0664 -0.3917 -0.5224 -0.077 0.068 0.011 -0.25
C 5.7532 -0.0027 -0.3272 0.041 0.018 0.087 -0.16
C 5.1015 0.7031 -1.3187 -0.556 0.039 -0.053 -0.35
C 5.7542 1.0600 -2.4824 -0.048 0.147 -0.114 -0.17
C 7.0702 0.6723 -2.6695 0.019 -0.034 0.104 -0.25
S 3.3346 0.9262 -1.1369 -0.077 -0.469 -0.021 2.30
O 2.7712 1.3704 -2.3950 0.485 -0.045 -0.200 -0.98
O 3.0864 1.8323 -0.0220 0.789 0.372 0.083 -1.03
N 2.7190 -0.4497 -0.6482 1.388 0.863 0.169 -1.03
C 2.4358 -1.4501 -1.5054 0.112 -0.839 -1.049 0.38
C 3.2907 -1.8310 -2.5622 -0.182 0.038 0.101 -0.29
C 2.9168 -2.8626 -3.3871 -0.115 -0.084 -0.016 -0.15
C 1.7122 -3.5239 -3.1515 0.030 0.024 -0.056 -0.32
C 0.9479 -3.0924 -2.0862 -0.102 -0.278 -0.145 0.05
N 1.2788 -2.0907 -1.2862 0.043 0.392 0.391 -0.50
H 9.4617 -1.1965 -1.1141 0.071 -0.035 -0.011 0.21
H 9.8246 0.1945 -2.1424 0.028 0.038 -0.016 0.22
H 9.0913 -1.2462 -2.8439 0.139 -0.057 -0.014 0.22
H 7.5738 -0.9629 0.2410 0.059 -0.069 0.072 0.21
H 5.2056 -0.2552 0.5673 0.035 -0.153 0.134 0.23
H 5.2141 1.6175 -3.2317 -0.036 0.015 -0.146 0.24
H 7.5891 0.9332 -3.5821 -0.008 0.022 -0.085 0.21
H 4.2149 -1.2900 -2.7017 0.059 -0.083 -0.100 0.22
H 3.5477 -3.1615 -4.2132 0.061 -0.003 -0.030 0.21
H 1.3790 -4.3327 -3.7847 -0.018 -0.051 0.017 0.21
H 0.0040 -3.5653 -1.8440 -0.075 -0.145 -0.117 0.18
C -2.7968 1.6848 1.3894 0.271 -0.222 0.094 -0.63
C -2.0600 0.7196 2.3086 -0.396 0.480 0.327 -0.07
O -1.2191 -0.1625 1.5931 -0.213 -0.458 -0.283 -0.75
H -3.2347 2.4961 1.9638 -0.086 0.102 0.028 0.22
H -3.5941 1.1724 0.8537 -0.034 0.018 -0.122 0.21
H -2.0913 2.1018 0.6674 -0.123 0.093 -0.006 0.20
H -2.7840 0.1582 2.9158 0.221 0.088 0.014 0.17
H -1.3981 1.2709 2.9814 -0.107 -0.075 0.021 0.18
H -1.7864 -0.7362 1.0621 0.228 -0.070 0.033 0.48
```
Positions in Å, forces in eV/Å.

Values from the calculation:
Energy above the lowest of the compared OMol25 structures with the same formula, charge and spin in kcal per mole: 18.0
Spin multiplicity: 1
HOMO level in eV: -7.640
Lowest unoccupied orbital energy in Ha: 0.00036

Record 2
C14H17NO2 in the gas phase. Source: the Open Molecules 2025 dataset; level of theory: ωB97M-V/def2-TZVPD.

Structure (XYZ):
```
34
Properties=species:S:1:pos:R:3:forces:R:3:nbo_charge:R:1
O 0.6449 1.4168 -3.0587 0.134 0.208 -0.149 -0.61
C 0.7256 0.7356 -2.0568 -0.165 -0.039 -0.029 0.68
N -0.3693 0.1609 -1.4872 -0.229 -0.270 -0.085 -0.66
H -1.2586 0.3681 -1.9157 0.084 0.005 -0.053 0.41
C -0.3720 -0.4516 -0.1737 -0.307 0.385 0.305 0.44
C -0.3906 0.6372 0.9189 0.070 -0.132 -0.168 -0.45
C -1.5784 1.5934 0.8447 0.001 -0.133 -0.110 -0.41
C -2.9354 0.9065 0.6923 0.047 0.086 0.288 -0.40
H -3.7135 1.6353 0.9316 -0.032 -0.022 -0.128 0.22
C -3.1277 -0.3096 1.5979 -0.054 0.055 -0.131 -0.41
H -2.9676 -0.0034 2.6330 -0.077 0.004 0.073 0.20
H -4.1731 -0.6137 1.5132 -0.002 -0.001 0.099 0.21
C -2.2307 -1.5238 1.2793 0.005 -0.013 -0.122 -0.40
C -1.5259 -1.4709 -0.0743 0.103 -0.018 0.176 -0.42
H -1.0817 -2.4492 -0.2705 -0.030 0.090 -0.125 0.24
H -2.2532 -1.2843 -0.8641 0.015 0.001 -0.065 0.20
H -2.8480 -2.4242 1.2878 0.075 -0.024 0.066 0.22
H -1.4779 -1.6573 2.0563 -0.006 -0.073 0.040 0.20
H -3.0917 0.6152 -0.3465 -0.078 0.019 -0.083 0.19
H -1.5773 2.1894 1.7598 0.000 0.058 -0.029 0.21
H -1.4382 2.2822 0.0086 0.025 0.076 0.054 0.21
H -0.3575 0.1441 1.8895 0.040 -0.022 0.052 0.21
H 0.5323 1.2160 0.8182 -0.003 -0.067 0.059 0.22
O 0.8189 -1.2152 -0.0032 0.281 -0.174 -0.049 -0.51
C 1.9775 -0.6315 -0.4131 0.256 0.249 -0.111 0.41
C 3.1756 -1.0798 0.1320 -0.174 -0.059 0.030 -0.29
C 4.3687 -0.5112 -0.2727 -0.103 -0.038 0.031 -0.17
C 4.3859 0.5034 -1.2195 0.056 0.112 -0.105 -0.25
C 3.2007 0.9336 -1.7823 -0.068 -0.055 0.068 -0.13
C 1.9929 0.3699 -1.3881 0.010 -0.183 0.171 -0.27
H 3.1782 1.7013 -2.5407 -0.011 0.055 -0.080 0.24
H 5.3227 0.9449 -1.5230 0.073 0.037 -0.030 0.22
H 5.2948 -0.8598 0.1596 0.070 -0.035 0.042 0.22
H 3.1496 -1.8682 0.8676 -0.007 -0.081 0.099 0.22
```
Positions in Å, forces in eV/Å.

Values from the calculation:
Energy above the lowest of the compared OMol25 structures with the same formula, charge and spin in kcal per mole: 0.0
Spin multiplicity: 1
SMILES: O=C1NC2(CCCCCC2)Oc2ccccc21
HOMO level in eV: -8.817
Lowest unoccupied orbital energy in Ha: 0.02703

Record 3
C14H17NO5S in the gas phase. Source: the Open Molecules 2025 dataset; level of theory: ωB97M-V/def2-TZVPD.

Structure (XYZ):
```
38
Properties=species:S:1:pos:R:3:forces:R:3:nbo_charge:R:1
C -8.0235 1.5590 -0.1726 0.370 -0.294 0.030 -0.62
C -7.3838 0.1852 -0.1048 -0.530 -0.171 -0.032 -0.07
H -7.7162 -0.3675 0.7816 0.051 0.045 -0.168 0.19
H -7.6298 -0.4151 -0.9883 0.033 0.059 0.172 0.19
O -5.9680 0.3505 -0.0399 0.194 0.286 0.005 -0.51
C -5.2434 -0.7751 -0.0100 -0.174 -0.324 -0.002 0.78
O -5.7368 -1.8783 -0.0348 0.045 0.130 0.001 -0.60
C -3.7879 -0.5146 0.0556 0.232 0.086 0.008 -0.20
C -2.9193 -1.6052 0.0715 -0.169 0.144 -0.002 -0.13
C -1.5579 -1.4083 0.1300 0.046 0.108 -0.003 -0.28
C -1.0353 -0.1141 0.1746 -0.465 0.109 0.021 0.25
C -1.9008 0.9783 0.1612 0.188 0.180 0.004 -0.28
C -3.2646 0.7750 0.1006 -0.139 -0.343 -0.017 -0.13
H -3.9348 1.6197 0.0876 -0.026 0.076 0.002 0.23
H -1.4977 1.9764 0.1943 0.003 0.004 0.006 0.26
N 0.3515 0.0188 0.2381 0.037 -0.483 -0.040 -0.63
C 1.1017 1.1497 0.2202 0.476 -0.085 0.028 0.68
O 0.6786 2.2815 0.1913 -0.110 0.201 -0.013 -0.59
C 2.6017 0.8834 0.2992 0.372 -0.178 -0.251 -0.62
H 2.8735 0.7323 1.3467 -0.031 0.079 0.015 0.24
H 3.1211 1.7598 -0.0882 -0.185 0.007 0.121 0.24
S 3.1223 -0.6042 -0.6267 0.078 0.088 0.118 0.18
C 4.7891 -0.8391 0.0651 -0.333 0.171 -0.130 -0.51
C 5.7839 0.1810 -0.4637 0.094 -0.154 0.114 -0.53
C 7.1682 -0.0694 0.0878 -0.102 -0.062 0.095 0.80
O 7.4512 -0.8842 0.9220 -0.010 -0.173 0.130 -0.59
O 8.0680 0.7478 -0.4680 0.307 0.470 -0.381 -0.68
H 8.9526 0.5826 -0.1046 -0.244 -0.168 0.112 0.50
H 5.4970 1.1971 -0.1819 0.028 -0.004 -0.083 0.24
H 5.8340 0.1457 -1.5540 -0.020 0.082 0.047 0.25
H 4.7223 -0.8008 1.1522 0.076 -0.100 -0.026 0.23
H 5.0822 -1.8457 -0.2305 0.010 -0.001 0.096 0.24
H 0.8634 -0.8564 0.2219 0.012 0.202 0.035 0.41
H -0.8863 -2.2551 0.1388 0.064 -0.100 0.005 0.21
H -3.3371 -2.5997 0.0363 -0.018 -0.079 -0.003 0.24
H -7.6750 2.0910 -1.0538 -0.020 0.089 -0.087 0.21
H -9.1035 1.4569 -0.2229 -0.110 0.006 -0.005 0.22
H -7.7614 2.1380 0.7089 -0.029 0.096 0.079 0.21
```
Positions in Å, forces in eV/Å.

Values from the calculation:
Energy above the lowest of the compared OMol25 structures with the same formula, charge and spin in kcal per mole: 1.1
Spin multiplicity: 1
SMILES: CCOC(=O)c1ccc(NC(=O)CSCCC(=O)O)cc1
HOMO level in eV: -8.803
Lowest unoccupied orbital energy in Ha: 0.01753

- Number 2 is which compound?
  C14H17NO2

What did the first record say?
A molecular structure, C14H17KN2O3S. Source: the Open Molecules 2025 dataset; level of theory: ωB97M-V/def2-TZVPD.

Structure (XYZ):
```
38
Properties=species:S:1:pos:R:3:forces:R:3:nbo_charge:R:1
K 0.9348 0.7212 0.3661 -1.768 0.320 0.893 0.95
C 9.1117 -0.6088 -1.9598 -0.020 0.021 -0.030 -0.65
C 7.7306 -0.0836 -1.7048 -0.039 0.013 0.034 0.09
C 7.0664 -0.3917 -0.5224 -0.077 0.068 0.011 -0.25
C 5.7532 -0.0027 -0.3272 0.041 0.018 0.087 -0.16
C 5.1015 0.7031 -1.3187 -0.556 0.039 -0.053 -0.35
C 5.7542 1.0600 -2.4824 -0.048 0.147 -0.114 -0.17
C 7.0702 0.6723 -2.6695 0.019 -0.034 0.104 -0.25
S 3.3346 0.9262 -1.1369 -0.077 -0.469 -0.021 2.30
O 2.7712 1.3704 -2.3950 0.485 -0.045 -0.200 -0.98
O 3.0864 1.8323 -0.0220 0.789 0.372 0.083 -1.03
N 2.7190 -0.4497 -0.6482 1.388 0.863 0.169 -1.03
C 2.4358 -1.4501 -1.5054 0.112 -0.839 -1.049 0.38
C 3.2907 -1.8310 -2.5622 -0.182 0.038 0.101 -0.29
C 2.9168 -2.8626 -3.3871 -0.115 -0.084 -0.016 -0.15
C 1.7122 -3.5239 -3.1515 0.030 0.024 -0.056 -0.32
C 0.9479 -3.0924 -2.0862 -0.102 -0.278 -0.145 0.05
N 1.2788 -2.0907 -1.2862 0.043 0.392 0.391 -0.50
H 9.4617 -1.1965 -1.1141 0.071 -0.035 -0.011 0.21
H 9.8246 0.1945 -2.1424 0.028 0.038 -0.016 0.22
H 9.0913 -1.2462 -2.8439 0.139 -0.057 -0.014 0.22
H 7.5738 -0.9629 0.2410 0.059 -0.069 0.072 0.21
H 5.2056 -0.2552 0.5673 0.035 -0.153 0.134 0.23
H 5.2141 1.6175 -3.2317 -0.036 0.015 -0.146 0.24
H 7.5891 0.9332 -3.5821 -0.008 0.022 -0.085 0.21
H 4.2149 -1.2900 -2.7017 0.059 -0.083 -0.100 0.22
H 3.5477 -3.1615 -4.2132 0.061 -0.003 -0.030 0.21
H 1.3790 -4.3327 -3.7847 -0.018 -0.051 0.017 0.21
H 0.0040 -3.5653 -1.8440 -0.075 -0.145 -0.117 0.18
C -2.7968 1.6848 1.3894 0.271 -0.222 0.094 -0.63
C -2.0600 0.7196 2.3086 -0.396 0.480 0.327 -0.07
O -1.2191 -0.1625 1.5931 -0.213 -0.458 -0.283 -0.75
H -3.2347 2.4961 1.9638 -0.086 0.102 0.028 0.22
H -3.5941 1.1724 0.8537 -0.034 0.018 -0.122 0.21
H -2.0913 2.1018 0.6674 -0.123 0.093 -0.006 0.20
H -2.7840 0.1582 2.9158 0.221 0.088 0.014 0.17
H -1.3981 1.2709 2.9814 -0.107 -0.075 0.021 0.18
H -1.7864 -0.7362 1.0621 0.228 -0.070 0.033 0.48
```
Positions in Å, forces in eV/Å.

Values from the calculation:
Energy above the lowest of the compared OMol25 structures with the same formula, charge and spin in kcal per mole: 18.0
Spin multiplicity: 1
HOMO level in eV: -7.640
Lowest unoccupied orbital energy in Ha: 0.00036

- The lowest HOMO level belongs to which entry?
  C14H17NO2